143
Properties=species:S:1:pos:R:3:forces:R:3 method="wB97M-V/def2-TZVPD" smiles="NCC1=CC(=O)C(CC=O)=C(CCF)C1=O.COCCOCCOC.COCCOCCOC.COCCOCCOC.COCCOCCOC.COCCOCCOC" energy_ha=-3119.9916 total_charge=0
F 3.764 3.718 7.098 0.0664 -0.0397 0.2324
O 7.276 -0.336 8.437 0.0974 0.1687 -0.1685
O 2.088 1.369 0.680 -0.3705 0.1682 0.3719
O -1.600 4.286 -6.120 -0.0373 -0.0843 -0.1377
O 1.015 -3.291 -0.990 -0.0765 -0.0458 -0.0112
O 3.774 -1.913 -1.151 -0.1740 0.0106 -0.1368
O -0.296 4.939 -8.857 -0.2207 0.0522 0.0790
O 6.901 -0.059 5.403 -0.0308 -0.0507 0.0645
O -4.304 1.325 -2.441 0.2253 -0.0460 -0.0355
O -3.005 -0.761 0.019 -0.1640 -0.0848 -0.1454
O -8.706 -1.528 -0.392 -0.0349 -0.0232 0.2751
O -1.470 1.921 -8.051 0.1382 0.0003 0.1856
O 4.164 5.012 2.910 -0.4369 -0.1536 0.2100
O 3.072 -5.047 -2.442 -0.0874 0.0159 0.2518
O -7.636 -3.705 1.530 0.0140 -0.0033 -0.0016
O 9.088 -2.106 6.190 -0.2289 -0.0326 -0.0737
O -2.683 -1.255 -2.988 -0.0055 0.0096 -0.0336
O -10.220 -4.674 0.190 0.2574 -0.0330 -0.0577
O 1.433 0.240 5.587 -0.0507 0.0906 -0.4312
N 0.773 6.373 0.800 0.2745 0.0940 0.1374
C 3.305 -6.426 -2.267 0.0400 0.0867 -0.0682
C -1.059 0.603 -7.760 -0.0398 0.0604 -0.0975
C -9.869 -4.739 1.561 -0.1666 0.0905 -0.0987
C 1.998 4.557 2.049 -0.5894 0.0025 -0.4559
C -4.544 0.307 -3.395 -0.1150 0.0909 0.2112
C -0.403 6.042 -9.728 0.0527 -0.1129 -0.0014
C 2.023 2.188 1.576 0.0396 -0.1034 -0.3271
C 7.360 0.697 9.394 0.0022 -0.1183 -0.0002
C 9.414 -3.389 5.708 0.0335 0.0710 0.0939
C 1.318 -3.382 -2.374 -0.0948 0.0458 -0.0161
C -1.830 -1.134 -0.684 -0.0157 0.1476 0.1517
C 2.095 -3.270 -0.069 -0.0679 0.0409 0.0807
C 3.201 2.937 3.572 -0.5722 -0.4660 -0.3083
C 3.217 4.252 2.856 0.2954 0.0976 0.0440
C 2.602 1.916 2.928 0.4301 0.4101 0.2793
C 6.062 -0.306 7.707 0.0686 -0.1754 0.1341
C 6.232 -0.908 6.329 -0.0674 0.0635 -0.0671
C -8.812 -0.127 -0.270 -0.0463 -0.0729 -0.0872
C 1.489 5.989 2.003 -0.1099 -0.5290 -0.2260
C 4.124 -0.588 -1.484 0.0407 -0.0996 -0.0203
C -7.376 -1.983 -0.213 -0.1519 0.0137 -0.2027
C -2.572 2.335 -7.265 0.0212 0.0325 -0.2609
C 1.738 -4.762 -2.827 0.1941 0.0292 -0.1021
C 2.509 0.513 3.459 -0.1709 0.2744 -0.0935
C 3.647 4.092 5.765 0.1748 -0.3121 0.2090
C 9.114 -1.123 5.171 0.1078 -0.0538 0.2109
C 0.123 5.316 -7.557 0.0701 -0.1386 -0.1827
C -8.983 -3.579 1.957 0.0242 0.0188 0.0768
C -0.241 4.260 -6.537 0.0625 0.0665 0.2131
C -10.479 -5.943 -0.367 -0.0571 0.0975 0.0168
C 3.845 2.847 4.914 0.4832 0.2498 -0.1335
C 2.866 -1.970 -0.066 0.2230 -0.0884 -0.0557
C -7.347 -3.447 0.164 0.0872 -0.0605 0.0067
C -2.564 3.836 -7.067 -0.0333 0.0458 0.1381
C -4.082 -1.039 -2.884 0.0149 -0.1245 -0.0431
C -3.389 -1.707 0.990 -0.0190 0.1153 -0.0550
C 8.305 0.093 5.564 -0.0133 0.1283 -0.1271
C -1.834 -0.563 -2.082 0.0905 -0.0069 -0.0506
C 1.338 0.468 4.406 0.0830 -0.2029 0.6090
C 1.413 3.533 1.415 0.6281 0.2384 0.4079
C -4.254 2.605 -3.030 -0.0026 -0.0843 0.0611
H -4.008 3.321 -2.249 -0.0510 -0.0089 0.0328
H 1.049 -5.501 -2.403 -0.0174 -0.0031 0.0172
H -3.497 2.044 -7.783 -0.0868 0.0105 0.1426
H -3.531 4.118 -6.646 0.0201 -0.0007 0.0389
H -3.562 -2.687 0.530 0.0614 -0.0448 0.0769
H 5.310 -0.889 8.256 -0.1179 0.0865 -0.0591
H -9.606 -6.600 -0.271 -0.0395 -0.0401 0.0363
H 6.709 -1.888 6.378 0.0949 0.0230 0.1325
H -0.827 -0.694 -2.487 -0.0002 -0.0039 -0.0040
H 4.332 -6.545 -1.929 0.0176 0.0187 -0.0354
H -8.244 0.384 -1.056 0.0328 0.0493 0.0469
H 2.051 -2.630 -2.671 0.1357 -0.0783 0.0254
H 10.157 -0.817 5.005 -0.0202 0.0379 -0.1377
H -6.875 -1.400 0.570 0.0276 0.0066 0.0048
H -8.930 -3.571 3.048 0.0052 0.0069 0.0031
H 10.443 -3.424 5.333 -0.0147 -0.0395 -0.0580
H 2.312 6.665 2.196 0.1910 0.1447 -0.0092
H 2.285 -0.146 2.625 0.1582 -0.1929 -0.1483
H 1.672 -4.809 -3.923 -0.1355 -0.0389 0.0022
H 8.575 0.898 4.876 -0.0134 -0.0038 -0.0146
H 4.915 2.698 4.776 0.1686 -0.1186 0.0395
H -0.781 5.673 -10.679 0.0348 -0.0239 -0.0092
H -10.691 -5.800 -1.425 -0.0351 0.0257 0.0064
H 8.336 0.625 9.869 -0.0058 -0.0429 0.0140
H 8.715 -1.532 4.235 -0.0068 0.0088 -0.0294
H 3.173 -6.975 -3.206 -0.0251 -0.0585 0.0294
H -4.439 -1.213 -1.867 0.0191 0.1477 0.0554
H 4.778 -0.630 -2.354 0.0398 -0.0367 0.0280
H -5.221 2.873 -3.472 0.0497 0.0552 -0.0732
H -4.526 -1.802 -3.528 0.0046 -0.0016 -0.0068
H 0.377 -3.149 -2.881 -0.0074 0.0003 0.0104
H 0.572 6.516 -9.891 -0.0241 0.0679 0.0034
H -4.021 0.531 -4.334 0.0026 -0.0059 -0.0233
H 2.635 -6.844 -1.506 -0.0240 -0.0415 -0.0482
H -0.142 5.955 0.767 -0.1636 -0.0853 -0.0714
H -2.051 0.507 -2.070 -0.1059 0.0032 0.0931
H -10.789 -4.701 2.160 0.0556 -0.0743 0.1017
H -3.470 2.646 -3.796 -0.0746 0.0759 -0.0685
H 8.726 -3.695 4.910 0.0541 -0.0068 -0.0453
H -0.781 0.503 -6.704 -0.0517 -0.0476 0.0093
H 0.787 6.070 2.829 -0.0084 0.2264 0.3113
H 8.557 0.422 6.573 0.0221 -0.1474 0.0711
H 3.476 2.004 5.481 -0.2245 -0.2689 0.0280
H 7.273 1.680 8.918 -0.0589 0.0119 0.0379
H 3.439 -1.891 0.870 -0.1079 0.0542 0.0833
H -1.739 -2.224 -0.742 0.0230 -0.0097 0.0099
H -0.339 6.268 -7.268 -0.0024 0.0201 0.0242
H 0.328 4.476 -5.630 -0.0127 0.0158 0.0087
H 9.315 -4.086 6.537 0.0320 0.0169 0.0230
H 0.545 3.637 0.786 -0.0429 0.0348 -0.3219
H 3.412 0.216 3.972 0.1921 -0.1930 0.0870
H -9.864 0.132 -0.366 -0.0031 -0.0132 -0.0410
H -4.322 -1.361 1.431 0.0173 0.0177 0.0389
H -0.185 0.389 -8.372 -0.0208 0.0085 -0.0400
H -0.959 -0.741 -0.141 0.1063 -0.1234 -0.0659
H 2.159 -1.134 -0.116 -0.0068 0.0248 0.0343
H -2.551 1.844 -6.285 0.0056 0.0093 0.0260
H 5.701 0.724 7.604 -0.0127 0.0181 -0.0135
H -9.415 -2.629 1.638 -0.0540 -0.0385 -0.1348
H -2.449 4.363 -8.015 0.0623 -0.1381 -0.1015
H -6.321 -3.797 0.028 0.0058 0.0011 0.0129
H 1.289 6.079 -0.017 -0.0442 0.0542 -0.1717
H 5.230 -1.047 5.916 0.0081 0.0190 -0.0251
H -9.346 -5.677 1.780 0.0214 -0.0099 0.0012
H -6.832 -1.844 -1.158 0.1481 0.0050 0.0762
H -5.624 0.263 -3.596 0.0201 -0.0555 -0.1357
H 0.051 3.267 -6.881 -0.0276 0.0290 -0.1539
H 6.582 0.594 10.159 -0.0121 0.0697 0.0094
H 1.215 5.442 -7.564 0.0012 0.0953 0.1090
H 1.623 -3.371 0.911 -0.0202 -0.0070 -0.0047
H -7.987 -4.034 -0.497 -0.1169 0.1004 -0.0205
H 2.758 -4.127 -0.205 0.1005 0.0667 -0.1236
H 2.656 4.520 5.654 -0.1770 0.1714 -0.1490
H 4.424 4.821 5.574 -0.0606 0.3059 -0.1275
H 0.356 0.678 3.947 -0.1054 0.0324 -0.0053
H -8.456 0.209 0.711 0.0506 0.0397 -0.0332
H -1.107 6.785 -9.336 0.0506 0.0497 0.0012
H 3.235 -0.002 -1.740 0.0227 0.0714 0.0831
H -1.846 -0.121 -7.997 0.0139 -0.0449 0.0539
H 4.656 -0.100 -0.659 -0.0473 0.0759 -0.0059
H -2.634 -1.802 1.780 -0.0029 -0.0835 0.0022
H -11.344 -6.417 0.109 0.0237 -0.0640 -0.0051